{"formula": "C3H8OS", "method": "ωB97M-V/def2-TZVPD", "gap_ev": 8.89, "smiles": "C=S(C)(C)=O", "e_lumo_ha": 0.0204, "symbols": ["C", "C", "C", "O", "S", "H", "H", "H", "H", "H", "H", "H", "H"], "xyz": [[1.679162, -1.346583, -0.496024], [-0.603493, 0.349733, -1.424473], [-0.285249, 0.820047, 1.376565], [-1.257089, -1.349827, 0.331679], [-0.068395, -0.469209, 0.025499], [1.800508, -2.113223, 0.249159], [2.300796, -0.502548, -0.311352], [0.225978, 0.185145, -2.103380], [-1.457295, -0.299185, -1.600029], [-0.969167, 1.350477, -1.308885], [-0.055672, 1.891670, 1.361995], [-1.356490, 1.002560, 1.599057], [0.046407, 0.480944, 2.300190]], "forces_ev_per_a": [[-3.3528, 0.9254, -0.2016], [0.3696, -0.4138, -0.3392], [-1.7327, 1.4915, -0.5361], [2.1793, 0.4333, -0.1001], [-0.7748, -1.3749, 1.8394], [-0.0213, -0.2381, 0.6833], [0.9341, 0.8344, 0.2256], [-0.2601, 0.3529, -0.5576], [0.0223, -0.0059, -0.6926], [0.2424, 0.5832, 0.1986], [1.2573, -0.2875, -1.0999], [-0.0275, -1.1074, -0.8209], [1.1645, -1.1932, 1.4010]], "mulliken_charge": [-0.9045, -0.8881, -1.1115, -0.6731, 0.8304, 0.2885, 0.3122, 0.3695, 0.3082, 0.3355, 0.3993, 0.3717, 0.3618]}


{"formula": "C3H7IO", "method": "ωB97M-V/def2-TZVPD", "gap_ev": [6.71, 6.52], "e_lumo_ha": [-0.0404, -0.0465], "symbols": ["C", "C", "C", "O", "I", "H", "H", "H", "H", "H", "H", "H"], "xyz": [[0.738214, -1.122004, 0.800255], [0.250395, 1.163198, -0.224976], [-0.062634, 0.065657, 0.700299], [-1.699250, -0.820253, -1.125594], [-2.095783, 0.441307, -2.440912], [0.804408, -1.439205, 1.865333], [0.260377, -1.842584, 0.061534], [1.765882, -1.110661, 0.317834], [-0.624965, 1.118533, -1.001175], [1.231815, 1.167159, -0.721660], [0.173023, 2.080469, 0.300548], [-0.741481, 0.298384, 1.468515]], "forces_ev_per_a": [[1.0580, -1.6977, -0.7878], [-0.4037, -1.0405, 0.0422], [1.2026, 1.3702, -2.9100], [0.6659, -0.8231, 1.6330], [-0.3820, 0.4482, -0.7599], [-0.1993, -0.4264, -0.9924], [-0.0677, 0.1601, 1.2784], [-1.0438, 0.7124, 0.7645], [1.2776, 0.7891, 0.6758], [-0.4909, -0.5929, 0.0328], [-0.4655, 1.1437, 0.3568], [-1.1510, -0.0432, 0.6665]], "mulliken_charge": [-0.9888, -0.5632, 0.3394, -0.7130, 0.1196, 0.3141, 0.3043, 0.3124, -0.2032, 0.3224, 0.3334, 0.4225]}


The records above give, respectively, relative energy (zero: lowest compared OMol25 entry of this formula, charge and spin) values of 110.2; 97.3 kcal/mol.
The records above give, respectively, total energy values of -16118.4581; -13367.9921 eV.